A molecular structure, C5H11N3O in a non-equilibrium geometry, computed with ωB97M-V/def2-TZVPD.

LUMO energy = 0.8 eV
strongest force on any atom = 0.0709 hartree/bohr
HOMO energy = -8.6 eV
gap between HOMO and LUMO = 9.4 eV
molar mass = 129.16 g mol⁻¹

Each line ends with the natural charge from an NBO analysis.
Cartesian coordinates (Å):
C -0.24 0.93 1.25  -0.430
N 0.90 -1.41 0.57  0.123
N -0.17 0.07 0.10  -0.356
C -1.37 -0.31 -0.56  0.337
N -1.95 0.77 -1.23  -0.818
C 1.16 -0.36 -0.47  0.052
C -1.79 -1.57 -0.66  -0.511
C 2.34 0.47 -0.19  -0.775
O 1.60 -1.14 1.61  -0.451
H 2.46 -0.06 1.04  0.302
H -1.77 1.68 -0.84  0.380
H -2.92 0.64 -1.49  0.383
H 1.03 -0.77 -1.47  0.219
H 0.35 0.48 2.06  0.238
H -1.27 1.03 1.57  0.220
H 0.21 1.91 1.03  0.198
H -1.21 -2.37 -0.22  0.236
H -2.68 -1.82 -1.20  0.200
H 2.18 1.52 -0.02  0.222
H 3.13 0.31 -0.91  0.230

A molecular structure, C3H9AlNO, computed with ωB97M-V/def2-TZVPD.

LUMO energy = 3.9 eV
strongest force on any atom = 0.0095 hartree/bohr
HOMO energy = -4.7 eV
gap between HOMO and LUMO = 8.7 eV
molar mass = 102.09 g mol⁻¹
charge = -1

Each line ends with the natural charge from an NBO analysis.
Cartesian coordinates (Å):
C 1.99 -0.56 0.02  -0.706
C 0.56 -1.07 0.00  0.664
O 0.36 -2.28 0.19  -0.717
N -0.39 -0.16 -0.26  -0.805
C -1.76 -0.67 -0.23  -0.426
Al -0.34 1.73 0.14  0.997
H 2.63 -1.37 0.40  0.211
H 2.11 0.34 0.62  0.236
H 2.31 -0.31 -1.00  0.216
H -1.79 -1.68 0.19  0.217
H -2.20 -0.69 -1.23  0.175
H -2.40 -0.01 0.39  0.190
H 1.16 2.35 0.13  -0.418
H -1.02 1.88 1.61  -0.418
H -1.24 2.49 -0.98  -0.416

A molecular structure, C23H30N7O5RuS2 in a non-equilibrium geometry, computed with ωB97M-V/def2-TZVPD.

LUMO energy (alpha / beta) = 0.3 / 0.3 eV
strongest force on any atom = 0.0356 hartree/bohr
HOMO energy (alpha / beta) = -4.7 / -6.9 eV
multiplicity = 2
<S²> = 0.767
gap between HOMO and LUMO (alpha / beta) = 5.0 / 7.2 eV
molar mass = 649.74 g mol⁻¹

Each line ends with the natural charge from an NBO analysis.
Cartesian coordinates (Å):
Ru -0.47 0.22 -0.37  0.614
C -0.76 -0.24 -3.78  -0.238
O 0.19 -0.31 -2.73  -0.561
C 1.16 -1.33 -2.90  -0.093
C 1.64 -1.78 -1.53  -0.082
O 1.66 -0.71 -0.60  -0.535
C 2.69 0.27 -0.70  -0.094
C 2.09 1.56 -1.21  -0.097
O 0.97 1.95 -0.40  -0.535
C 1.36 2.60 0.82  -0.258
H -1.38 -1.15 -3.79  0.181
H -1.39 0.62 -3.59  0.200
H -0.27 -0.13 -4.75  0.173
H 0.71 -2.20 -3.40  0.188
H 1.97 -0.96 -3.54  0.170
H 0.94 -2.49 -1.10  0.223
H 2.62 -2.25 -1.58  0.215
H 3.10 0.39 0.30  0.217
H 3.49 -0.08 -1.36  0.197
H 2.83 2.37 -1.21  0.187
H 1.69 1.43 -2.21  0.210
H 2.11 3.36 0.60  0.177
H 0.47 3.08 1.22  0.207
H 1.74 1.89 1.55  0.214
C -1.04 0.60 1.56  -0.695
H -0.38 1.30 2.08  0.174
H -2.06 0.99 1.67  0.172
O 3.52 -2.65 0.85  -0.989
S 2.73 -2.61 2.06  2.281
O 2.89 -3.77 2.92  -0.967
N 1.15 -2.35 1.76  -0.897
C 0.70 -1.30 2.51  -0.009
S -1.01 -0.90 2.60  0.165
C 1.71 -0.57 3.18  -0.150
C 1.63 0.60 3.97  -0.224
C 2.79 1.19 4.42  -0.216
C 4.05 0.65 4.12  -0.275
C 4.15 -0.53 3.39  -0.197
C 2.98 -1.12 2.95  -0.316
H 0.66 1.02 4.21  0.220
H 2.73 2.09 5.02  0.205
H 4.95 1.13 4.49  0.207
H 5.11 -0.99 3.18  0.222
N -3.13 -5.75 0.61  -0.782
C -2.27 -4.70 0.58  0.660
N -1.09 -4.82 1.16  -0.789
N -2.73 -3.63 -0.06  -0.660
C -2.02 -2.57 -0.28  0.575
N -1.59 -1.57 -0.70  -0.516
H -2.89 -6.61 1.07  0.398
H -4.00 -5.66 0.13  0.418
H -0.86 -5.66 1.66  0.401
H -0.45 -4.01 1.36  0.479
N -4.32 1.70 -1.10  -0.525
C -3.37 0.80 -0.73  0.249
N -2.16 1.23 -0.97  -0.420
C -2.31 2.51 -1.51  0.146
C -1.36 3.43 -1.96  -0.216
C -1.82 4.62 -2.48  -0.224
C -3.19 4.91 -2.56  -0.208
C -4.14 4.01 -2.12  -0.226
C -3.67 2.81 -1.60  0.091
H -5.31 1.57 -0.99  0.425
H -3.60 -0.16 -0.30  0.237
H -0.31 3.20 -1.89  0.238
H -1.11 5.35 -2.83  0.217
H -3.51 5.86 -2.97  0.218
H -5.20 4.23 -2.19  0.219

A molecular structure, CH4InO in a non-equilibrium geometry, computed with ωB97M-V/def2-TZVPD.

LUMO energy = -23.0 eV
strongest force on any atom = 0.1002 hartree/bohr
HOMO energy = -27.5 eV
gap between HOMO and LUMO = 4.5 eV
molar mass = 146.86 g mol⁻¹
charge = +3

Each line ends with the natural charge from an NBO analysis.
Cartesian coordinates (Å):
In 0.34 -0.88 3.26  1.780
C 0.17 0.09 -0.78  -0.288
O -0.20 0.33 0.58  -0.253
H -0.35 -0.78 -1.19  0.397
H -0.01 0.93 -1.46  0.484
H 1.21 -0.16 -0.99  0.314
H -1.15 0.47 0.59  0.566

C2H7N3 in the gas phase in a non-equilibrium geometry, computed with ωB97M-V/def2-TZVPD.

LUMO energy = 1.1 eV
strongest force on any atom = 0.1150 hartree/bohr
HOMO energy = -9.3 eV
gap between HOMO and LUMO = 10.4 eV
molar mass = 73.10 g mol⁻¹
SMILES string = [H]/N=C\NNC

Each line ends with the natural charge from an NBO analysis.
Cartesian coordinates (Å):
H 0.42 -1.22 0.17  0.308
N -0.30 -1.83 -0.25  -0.695
C -1.24 -1.03 -0.45  0.243
N -1.07 0.27 -0.12  -0.473
N -0.01 0.81 0.62  -0.448
C 1.29 0.83 -0.12  -0.449
H -2.28 -1.42 -0.61  0.187
H -1.76 0.84 0.03  0.371
H 0.06 0.16 1.42  0.334
H 1.82 -0.18 -0.44  0.192
H 1.90 1.33 0.82  0.213
H 1.17 1.44 -1.05  0.217

2 unconnected molecules or ions with the total composition C5H10N2 in a non-equilibrium geometry, computed with ωB97M-V/def2-TZVPD.

LUMO energy = 1.0 eV
strongest force on any atom = 0.0866 hartree/bohr
HOMO energy = -8.8 eV
gap between HOMO and LUMO = 9.8 eV
molar mass = 98.15 g mol⁻¹
SMILES string = CN=C(C)C.C#N

Each line ends with the natural charge from an NBO analysis.
Cartesian coordinates (Å):
C -0.12 -2.21 -0.16  -0.418
N 0.04 -0.92 -0.76  -0.433
C 0.57 0.09 -0.17  0.291
C 0.72 1.34 -0.91  -0.668
C 1.10 0.10 1.26  -0.693
H -1.21 -2.44 -0.24  0.214
H 0.45 -3.05 -0.85  0.192
H 0.29 -2.14 0.78  0.169
H -0.26 1.91 -1.12  0.222
H 1.43 2.07 -0.43  0.215
H 1.01 1.24 -2.03  0.241
H 1.17 -0.88 1.58  0.207
H 2.07 0.58 1.47  0.222
H 0.34 0.56 1.92  0.239
C -2.58 1.19 -0.19  0.086
N -2.01 0.57 0.58  -0.312
H -3.00 1.98 -0.72  0.225

2 unconnected molecules or ions with the total composition Br3H3Si2 in a non-equilibrium geometry, computed with ωB97M-V/def2-TZVPD.

LUMO energy = -0.8 eV
strongest force on any atom = 0.0700 hartree/bohr
HOMO energy = -9.7 eV
gap between HOMO and LUMO = 8.9 eV
molar mass = 298.91 g mol⁻¹

Each line ends with the natural charge from an NBO analysis.
Cartesian coordinates (Å):
Si 1.03 0.55 -0.72  0.549
Si -0.87 -0.37 0.33  0.592
Br 2.32 0.65 1.05  -0.282
Br -2.13 -1.81 -0.91  -0.316
Br -2.44 1.03 1.03  -0.262
H 0.88 2.04 -0.93  -0.095
H 1.65 -0.34 -1.75  -0.094
H -0.45 -1.78 1.89  -0.091

2 unconnected molecules or ions with the total composition C14H14FO in a non-equilibrium geometry, computed with ωB97M-V/def2-TZVPD.

LUMO energy = -6.1 eV
strongest force on any atom = 0.0330 hartree/bohr
HOMO energy = -13.2 eV
gap between HOMO and LUMO = 7.1 eV
molar mass = 217.26 g mol⁻¹
charge = +1

Each line ends with the natural charge from an NBO analysis.
Cartesian coordinates (Å):
F -1.57 3.30 -3.80  -0.276
C -0.83 2.86 -2.76  0.519
C 0.52 2.59 -2.94  -0.298
C 1.28 2.16 -1.89  -0.063
C 0.73 1.96 -0.60  -0.205
C 1.62 1.51 0.41  0.178
C 1.50 1.25 1.80  -0.199
C 2.67 0.80 2.46  -0.074
C 2.67 0.52 3.80  -0.232
C 1.52 0.68 4.54  -0.081
C 0.36 1.12 3.93  -0.223
C 0.34 1.41 2.59  -0.040
C -0.65 2.23 -0.45  -0.062
C -1.40 2.67 -1.51  -0.284
H 0.96 2.74 -3.91  0.258
H 2.33 1.96 -2.03  0.230
H 2.62 1.34 0.04  0.213
H 3.57 0.69 1.89  0.223
H 3.58 0.18 4.27  0.243
H 1.53 0.46 5.59  0.239
H -0.53 1.25 4.52  0.240
H -0.57 1.76 2.15  0.204
H -1.13 2.07 0.49  0.223
H -2.45 2.87 -1.41  0.257
C 0.92 -2.27 0.77  -0.242
O 0.00 -1.50 0.05  -0.734
H 0.62 -2.27 1.82  0.185
H 0.92 -3.31 0.41  0.181
H 1.93 -1.86 0.69  0.149
H 0.29 -1.34 -0.87  0.469

A gas-phase ion, C4H11IN3 (charge +1) in a non-equilibrium geometry, computed with ωB97M-V/def2-TZVPD.

LUMO energy = -4.2 eV
strongest force on any atom = 0.0668 hartree/bohr
HOMO energy = -13.1 eV
gap between HOMO and LUMO = 8.9 eV
molar mass = 228.06 g mol⁻¹
SMILES string = C/N=C/[C@@H](NI)[NH2+]C
charge = +1

Each line ends with the natural charge from an NBO analysis.
Cartesian coordinates (Å):
C -0.99 -2.67 -0.46  -0.450
N -0.49 -1.33 -0.23  -0.397
C -0.21 -0.77 0.84  0.080
C 0.44 0.60 0.82  0.057
N 1.97 0.83 1.14  -0.734
I 3.37 -0.24 -0.08  0.300
N 0.27 1.12 -0.59  -0.563
C -0.80 2.11 -0.80  -0.420
H -0.54 -3.21 -1.29  0.239
H -0.91 -3.39 0.38  0.205
H -2.09 -2.46 -0.65  0.238
H -0.19 -1.13 1.79  0.182
H 0.01 1.34 1.59  0.247
H 2.11 0.49 2.06  0.377
H 1.19 1.39 -1.16  0.461
H 0.13 0.28 -1.16  0.465
H -0.61 2.89 -0.08  0.231
H -1.77 1.74 -0.32  0.236
H -0.92 2.40 -1.81  0.247

2 unconnected molecules or ions with the total composition C22H26N8O5 in a non-equilibrium geometry, computed with ωB97M-V/def2-TZVPD.

LUMO energy = -1.2 eV
strongest force on any atom = 0.0648 hartree/bohr
HOMO energy = -9.1 eV
gap between HOMO and LUMO = 7.9 eV
molar mass = 482.50 g mol⁻¹
SMILES string = N#Cc1cc(-c2n[nH]c(C3=CC(=O)NC(=O)C3)n2)cc(=O)[nH]1.CNC(=O)[C@H](CC(C)C)NC(C)=O

Each line ends with the natural charge from an NBO analysis.
Cartesian coordinates (Å):
N 0.40 0.38 7.79  -0.253
C 0.81 -0.23 6.89  0.237
C 1.34 -1.01 5.81  0.091
C 1.74 -0.42 4.63  -0.220
C 2.30 -1.21 3.52  -0.029
C 2.73 -0.53 2.28  0.279
N 2.83 0.78 2.26  -0.241
N 3.25 1.03 1.00  -0.344
C 3.38 -0.13 0.28  0.317
C 3.80 -0.15 -1.13  0.025
C 3.72 -1.30 -1.90  -0.240
C 4.13 -1.30 -3.29  0.618
O 4.05 -2.30 -3.98  -0.551
N 4.61 -0.17 -3.89  -0.617
C 4.76 0.99 -3.20  0.685
O 5.23 1.94 -3.79  -0.572
C 4.30 1.14 -1.75  -0.548
N 3.06 -1.13 1.06  -0.443
C 2.42 -2.57 3.70  -0.223
C 2.01 -3.18 4.96  0.595
O 2.15 -4.37 5.19  -0.605
N 1.48 -2.39 5.95  -0.546
H 1.63 0.66 4.53  0.253
H 3.43 1.96 0.62  0.419
H 3.36 -2.23 -1.48  0.264
H 4.97 -0.24 -4.84  0.443
H 3.51 1.90 -1.73  0.254
H 5.16 1.52 -1.18  0.261
H 2.83 -3.22 2.93  0.255
H 1.23 -2.86 6.82  0.437
C -5.44 -2.36 -2.73  -0.418
N -4.50 -1.24 -2.63  -0.609
C -3.52 -1.15 -1.72  0.658
O -3.30 -2.03 -0.90  -0.633
C -2.64 0.12 -1.73  -0.128
C -2.19 0.58 -0.32  -0.400
C -1.15 1.72 -0.30  -0.218
C -0.99 2.26 1.12  -0.597
C 0.22 1.24 -0.78  -0.609
N -3.16 1.24 -2.53  -0.632
C -4.30 1.94 -2.40  0.667
C -5.21 1.77 -1.20  -0.718
O -4.61 2.72 -3.28  -0.626
H -5.16 -3.00 -3.57  0.201
H -6.45 -1.98 -2.90  0.204
H -5.44 -2.95 -1.82  0.237
H -4.60 -0.48 -3.27  0.403
H -1.73 -0.21 -2.24  0.229
H -1.76 -0.27 0.21  0.235
H -3.07 0.89 0.25  0.209
H -1.49 2.54 -0.93  0.201
H -0.28 3.09 1.13  0.206
H -0.63 1.47 1.79  0.204
H -1.95 2.62 1.49  0.210
H 0.16 0.94 -1.83  0.202
H 0.94 2.05 -0.69  0.197
H 0.55 0.39 -0.18  0.205
H -2.63 1.50 -3.35  0.412
H -5.32 0.72 -0.93  0.225
H -4.79 2.32 -0.37  0.234
H -6.19 2.18 -1.44  0.248

3 unconnected molecules or ions with the total composition C2H9NO4, computed with ωB97M-V/def2-TZVPD.

LUMO energy = 0.5 eV
strongest force on any atom = 0.0148 hartree/bohr
HOMO energy = -9.9 eV
gap between HOMO and LUMO = 10.4 eV
molar mass = 111.10 g mol⁻¹
SMILES string = CNC(=O)O.O.O

Each line ends with the natural charge from an NBO analysis.
Cartesian coordinates (Å):
C -2.33 -1.64 1.16  -0.408
N -1.72 -2.18 -0.04  -0.633
C -2.13 -1.92 -1.30  0.873
O -1.72 -2.48 -2.29  -0.640
O -3.02 -0.90 -1.33  -0.709
H -3.36 -1.99 1.30  0.195
H -2.33 -0.56 1.13  0.208
H -1.79 -1.97 2.05  0.206
H -1.00 -2.87 0.09  0.407
H -3.57 -1.03 -2.11  0.501
O 1.62 3.75 -1.47  -0.931
H 0.96 4.45 -1.54  0.467
H 1.82 3.75 -0.53  0.464
O 6.52 1.69 1.54  -0.936
H 5.87 1.42 2.20  0.467
H 6.16 2.49 1.14  0.469

A molecular structure, C52H71N2OP2S4SbSi3Sn in a non-equilibrium geometry, computed with ωB97M-V/def2-TZVPD.

LUMO energy (alpha / beta) = 3.8 / 3.8 eV
strongest force on any atom = 0.0383 hartree/bohr
HOMO energy (alpha / beta) = 0.5 / 0.1 eV
gap between HOMO and LUMO (alpha / beta) = 3.4 / 3.7 eV
molar mass = 1255.10 g mol⁻¹
charge = -2

Each line ends with the natural charge from an NBO analysis.
Cartesian coordinates (Å):
Sn 0.48 -0.04 0.13  1.256
S -0.99 -1.80 2.78  -0.079
P 1.13 -1.90 2.88  1.407
C 1.96 -1.38 1.47  -1.644
P 2.28 -2.53 0.18  1.386
S 0.88 -2.74 -1.21  -0.660
C 3.79 -1.91 -0.64  -0.403
C 4.26 -2.60 -1.76  -0.191
C 5.42 -2.18 -2.40  -0.227
C 6.11 -1.07 -1.92  -0.214
C 5.64 -0.39 -0.81  -0.214
C 4.48 -0.80 -0.18  -0.117
C 2.98 -4.12 0.71  -0.402
C 4.15 -4.11 1.46  -0.178
C 4.72 -5.29 1.88  -0.222
C 4.13 -6.51 1.54  -0.216
C 2.98 -6.52 0.77  -0.240
C 2.39 -5.34 0.37  -0.133
C 1.55 -0.66 4.14  -0.406
C 1.03 -0.79 5.43  -0.179
C 1.36 0.14 6.41  -0.225
C 2.19 1.21 6.10  -0.206
C 2.67 1.36 4.81  -0.239
C 2.35 0.43 3.83  -0.095
C 1.32 -3.45 3.79  -0.408
C 0.56 -4.57 3.45  -0.165
C 0.72 -5.76 4.14  -0.222
C 1.65 -5.86 5.16  -0.206
C 2.42 -4.75 5.51  -0.247
C 2.26 -3.56 4.82  -0.119
H 3.70 -3.45 -2.13  0.224
H 5.77 -2.71 -3.28  0.200
H 7.00 -0.73 -2.43  0.198
H 6.18 0.48 -0.45  0.203
H 4.08 -0.26 0.67  0.233
H 4.60 -3.15 1.71  0.230
H 5.62 -5.28 2.48  0.203
H 4.58 -7.44 1.88  0.198
H 2.53 -7.47 0.51  0.201
H 1.48 -5.33 -0.22  0.233
H 0.37 -1.62 5.65  0.215
H 0.97 0.02 7.41  0.203
H 2.45 1.93 6.87  0.199
H 3.29 2.21 4.57  0.203
H 2.71 0.54 2.81  0.243
H -0.17 -4.47 2.66  0.242
H 0.12 -6.62 3.87  0.206
H 1.79 -6.80 5.69  0.200
H 3.14 -4.83 6.31  0.202
H 2.85 -2.70 5.10  0.219
C 2.69 -0.82 -5.14  -0.613
C 1.98 -0.68 -3.81  -0.235
N 1.32 0.61 -3.66  -0.617
C 1.82 1.60 -2.89  0.341
S 3.41 1.63 -2.39  -0.347
N 0.96 2.61 -2.63  -0.610
C 1.29 3.79 -1.84  -0.218
C 2.02 4.84 -2.67  -0.619
H 3.16 -1.81 -5.20  0.196
H 3.48 -0.07 -5.22  0.213
H 2.00 -0.71 -5.98  0.197
H 2.70 -0.78 -3.00  0.242
H 1.23 -1.46 -3.68  0.214
H 0.32 0.61 -3.82  0.411
H -0.01 2.48 -2.89  0.406
H 1.91 3.48 -1.01  0.224
H 0.36 4.19 -1.44  0.204
H 2.95 4.42 -3.03  0.227
H 2.24 5.72 -2.06  0.196
H 1.41 5.15 -3.52  0.194
C -2.04 2.36 -5.63  -1.130
Si -2.85 0.67 -5.20  1.095
C -4.46 0.74 -6.28  -1.128
C -1.76 -0.60 -6.14  -1.130
Sb -2.05 0.21 -2.20  -0.401
Si -3.74 1.99 -1.50  1.288
C -2.72 3.59 -1.62  -1.132
C -5.18 2.26 -2.71  -1.114
C -4.57 1.94 0.21  -1.121
Si -3.64 -1.80 -2.08  1.303
C -4.44 -2.24 -0.41  -1.114
C -2.67 -3.32 -2.68  -1.127
C -5.14 -1.62 -3.25  -1.113
H -2.04 2.55 -6.71  0.203
H -1.00 2.41 -5.28  0.215
H -2.59 3.18 -5.16  0.215
H -4.26 1.02 -7.33  0.193
H -5.16 1.47 -5.88  0.215
H -4.97 -0.23 -6.29  0.212
H -1.54 -0.29 -7.17  0.201
H -2.25 -1.57 -6.18  0.216
H -0.80 -0.75 -5.63  0.217
H -2.36 3.72 -2.64  0.226
H -1.86 3.53 -0.96  0.235
H -3.29 4.48 -1.34  0.218
H -4.79 2.40 -3.72  0.231
H -5.77 3.13 -2.44  0.212
H -5.84 1.39 -2.74  0.223
H -3.83 2.00 1.00  0.243
H -5.12 1.01 0.35  0.225
H -5.27 2.77 0.34  0.219
H -3.69 -2.54 0.32  0.239
H -5.15 -3.07 -0.52  0.215
H -4.98 -1.39 0.01  0.227
H -1.71 -3.38 -2.16  0.251
H -2.46 -3.23 -3.75  0.230
H -3.22 -4.25 -2.51  0.214
H -5.75 -0.76 -2.97  0.224
H -5.78 -2.51 -3.23  0.209
H -4.81 -1.47 -4.28  0.233
O 0.13 1.46 1.85  -1.107
S -1.14 2.32 1.90  1.195
C -0.52 3.97 1.75  -0.154
C 0.86 4.19 1.80  -0.249
C 1.35 5.48 1.70  -0.207
C 0.47 6.56 1.54  -0.248
C -0.90 6.32 1.48  -0.221
C -1.40 5.04 1.59  -0.233
C -1.64 2.29 3.60  -0.402
C -2.70 1.41 3.92  -0.240
C -3.34 1.51 5.14  -0.219
C -2.96 2.50 6.06  -0.347
C -1.90 3.36 5.75  -0.236
C -1.24 3.26 4.54  -0.221
H 1.51 3.34 1.91  0.247
H 2.41 5.66 1.73  0.203
H 0.86 7.56 1.44  0.198
H -1.58 7.15 1.33  0.202
H -2.46 4.84 1.57  0.223
H -3.00 0.64 3.22  0.208
H -4.14 0.82 5.39  0.191
H -3.49 2.60 7.01  0.183
H -1.59 4.10 6.47  0.187
H -0.42 3.93 4.32  0.196
C -1.21 -1.19 1.09  -1.169
H -2.10 -0.55 1.17  0.216
H -1.46 -2.04 0.47  0.212